(1)
ORCA calculation (ωB97M-V/def2-TZVPD) on a cluster of 13 separate species, C38H96Cl2N8O24P4 in total at a distorted geometry.

Geometry as XYZ:
```
172
Properties=species:S:1:pos:R:3:mulliken_charge:R:1
Cl 0.335 -7.694 -0.131 -0.237
H 0.162 6.484 0.711 0.042
P 1.449 -3.292 -3.551 0.724
H -6.329 2.666 -0.593 -0.009
O -6.037 0.936 -1.629 -0.229
H 0.492 -4.036 -6.649 0.230
O 0.472 6.478 -2.184 -0.347
H -3.284 1.233 0.349 -0.052
H -2.125 -5.597 6.657 0.336
C 0.186 1.556 -5.755 0.340
O -3.737 1.551 -2.596 0.230
O 0.783 4.048 -3.048 -0.081
P -4.986 0.982 2.815 0.507
C 0.711 -0.621 0.043 -0.647
O -5.779 -0.292 2.776 -0.807
C 0.072 -3.674 -5.711 -0.834
C 4.835 -4.280 3.240 -1.236
H -1.169 2.805 0.058 -0.776
H 0.707 -1.931 4.308 0.131
C -0.110 6.549 1.764 -1.090
H 0.755 6.645 2.419 0.401
O 2.835 -2.446 -3.411 -0.286
C 3.647 2.149 -3.700 -0.822
H -2.383 -1.885 -1.592 -0.009
C 5.577 -0.596 1.332 0.360
H -2.484 3.807 -0.499 0.278
N 0.708 2.781 -5.774 0.144
H 5.260 0.718 -0.101 0.186
H 2.035 3.856 -6.940 0.319
N 5.702 0.605 0.800 0.412
H 1.608 -3.412 1.049 0.429
H -2.522 -1.040 -3.049 0.053
H 0.882 6.879 -4.238 0.252
C 0.455 -0.871 4.348 -0.069
C -1.489 3.448 -0.762 0.557
H 2.042 3.336 0.354 -0.089
H 3.775 3.131 0.316 0.480
O 0.102 0.806 -6.752 -0.730
C 2.691 -3.613 6.298 -0.553
H -3.461 -0.520 0.666 0.579
C -2.138 4.283 -3.921 -0.163
H 7.475 1.657 0.341 0.362
H -0.003 -0.585 3.401 -0.347
H 0.109 1.107 -1.128 -0.453
H 1.635 0.606 2.538 -0.036
O -3.424 0.923 2.326 0.631
H -5.892 4.090 2.896 0.318
C -0.605 2.835 2.720 -0.286
O -4.288 -0.881 -1.823 -0.031
H 3.475 2.026 4.384 0.502
C -6.329 -1.076 -3.856 -0.808
O 1.870 -4.845 -3.673 -0.212
H -1.651 2.855 -1.662 -0.011
H 3.575 -0.882 0.347 -0.551
H -1.303 -5.591 1.212 0.069
O 1.011 0.026 1.045 -0.443
H -0.604 -5.692 5.954 0.297
C -0.778 5.224 2.140 0.827
C -0.103 1.016 -4.389 0.829
C 0.978 3.589 -6.934 -1.106
H -0.841 7.321 2.003 0.340
H 1.294 0.113 -1.930 -0.142
H -0.187 -4.514 -5.065 0.390
H 4.068 1.075 2.998 0.132
N -0.042 4.152 2.352 0.060
H -6.062 -1.959 -4.436 0.291
H 3.092 2.469 2.668 0.139
H -0.231 2.318 3.603 0.355
H -4.405 -0.313 5.154 -0.076
H -1.367 3.617 -4.307 -0.037
H 3.913 -1.853 1.701 -0.253
H -1.002 -4.225 6.836 0.363
C -1.397 -4.969 6.144 -1.214
N -2.495 -3.318 4.768 -0.047
H 5.532 -4.878 3.827 0.489
H 2.668 1.759 0.559 -0.057
H -7.575 2.442 -1.857 0.327
H 4.753 -2.166 0.140 0.544
H -2.922 3.758 -3.375 0.002
H -4.539 0.908 6.422 0.268
C 6.822 1.462 1.192 -1.178
H 2.540 -5.788 -5.356 0.318
H -0.894 -3.175 -5.785 0.284
H -0.313 1.826 -3.691 -0.276
H -4.207 3.551 2.820 0.215
H -7.228 -0.652 -4.303 0.308
O 2.261 0.014 5.616 -0.768
H -6.511 -1.578 -2.906 0.325
H -0.341 -0.713 5.076 0.468
H 0.337 -2.358 -0.956 -0.299
H 2.990 -3.420 7.328 0.341
H 7.428 0.976 1.956 0.369
C 1.701 -0.001 4.512 0.702
O -0.590 4.544 -0.888 0.136
P -4.756 0.487 -2.516 0.166
H -6.002 0.296 5.596 0.278
H -0.013 -5.568 -0.933 -0.275
H 0.650 3.104 -7.853 0.403
H -1.952 0.365 1.018 -0.299
H -4.142 -2.934 3.568 0.483
C 3.580 -2.718 -2.191 -0.733
C -3.128 -1.596 -2.333 -0.298
C -6.533 2.271 -1.589 -0.509
O -5.638 2.209 2.009 -0.332
O -4.874 1.472 4.352 -0.354
H -5.984 2.978 -2.210 0.257
O -5.379 -0.048 -3.880 -0.334
C -3.041 0.417 1.030 -0.291
H 4.243 -3.580 -2.272 0.320
O -1.806 -5.186 3.848 -0.665
H 1.447 8.081 -3.222 0.307
C -4.955 0.573 5.472 -0.307
C 4.399 -1.404 0.834 0.526
O -2.004 5.230 2.130 -0.614
H 2.084 3.154 -1.953 -0.125
C -1.953 -4.469 4.837 0.785
H -2.638 -3.283 2.699 0.090
H -0.156 -3.632 1.100 -0.234
C 3.234 1.660 3.385 -0.866
H -3.533 -2.504 -2.780 0.371
H 2.684 1.782 -4.056 0.010
O 0.950 -2.817 -5.025 -0.346
H 2.057 -4.496 6.206 0.292
Cl -2.883 -4.975 -0.440 -0.164
H 0.572 -2.361 2.036 -0.597
P -0.134 4.996 -2.390 -0.052
H 3.835 -5.507 -4.052 0.315
O 4.480 1.193 -1.693 -0.799
H -1.663 2.897 2.973 -0.011
C 0.635 7.357 -3.290 -0.782
H -0.977 0.371 -4.483 0.033
H 4.102 -1.819 -1.863 0.256
C -5.165 3.539 2.300 -0.574
O 0.431 -2.995 -2.509 -0.361
H -2.477 -2.728 5.587 0.263
H -3.016 -1.687 3.418 -0.138
H 4.735 -3.971 5.841 0.226
H 2.932 -3.011 -1.364 0.240
H 3.317 -4.248 -5.071 0.382
H 4.581 -4.745 2.287 0.232
O 2.479 -4.261 3.641 -0.583
H 0.988 3.296 -4.951 0.014
H 0.494 4.565 -6.926 0.305
C 3.600 -4.215 4.126 0.755
H -5.106 3.995 1.311 0.202
H -2.468 4.749 -4.849 0.471
H -2.414 -6.826 0.626 0.388
H 2.091 -2.822 5.849 -0.064
C -3.065 -2.766 3.559 -0.569
C 0.427 0.074 -1.271 0.987
H -0.373 -0.428 -1.814 0.167
H 6.552 2.423 1.629 0.320
O 6.324 -1.143 2.126 -0.746
C 2.950 -5.147 -4.576 -0.912
C 0.648 -2.897 1.090 0.029
H 5.196 -3.258 3.132 0.285
N 2.811 2.665 -1.451 0.602
H 0.803 0.435 -4.214 -0.196
H 0.962 4.163 2.242 0.183
C -0.701 -6.385 -0.713 0.002
N 3.830 -3.891 5.400 -0.189
O -1.550 5.285 -3.147 -0.265
H 3.798 3.174 -4.038 0.206
N 2.071 0.736 3.440 0.521
C 3.638 1.935 -2.212 0.448
N 0.512 -1.961 -0.044 1.097
H -0.259 7.962 -3.440 0.293
C 2.836 2.679 -0.001 -0.625
H -1.106 -6.585 -1.705 0.422
H 4.435 1.462 -4.008 0.447
C -1.754 -6.016 0.316 -0.187
H -0.449 2.094 1.936 -0.284
```

Results
LUMO energy, Eh: 0.0111
Frontier orbital gap, Eh: 0.3382
Highest occupied orbital energy, Ha: -0.32704

=====

(2)
ORCA calculation (ωB97M-V/def2-TZVPD) on a cluster of 8 separate species, C38H96F6N6O18S2 in total at a distorted geometry.

Geometry as XYZ:
```
166
Properties=species:S:1:pos:R:3:mulliken_charge:R:1
H 1.786 -0.515 7.393 0.380
H -1.009 6.453 -3.093 0.325
H 2.840 4.151 9.381 0.307
F 0.157 -5.590 -3.411 -0.277
C -1.736 -2.350 3.163 -0.200
O 2.724 -5.342 -5.516 -0.313
C -4.365 -3.034 -0.708 -0.459
O -1.648 -2.092 -2.674 -0.471
C -6.159 -1.459 -3.205 -0.583
O -2.817 -1.920 4.059 -0.499
C 2.689 -4.669 -0.353 0.081
H 0.868 -0.660 3.140 0.256
O -5.635 1.327 -4.184 -0.311
C 6.240 5.277 -0.751 -0.735
H -2.297 3.154 -2.541 0.150
O 0.772 -2.176 -2.810 -0.525
H 7.956 3.560 -1.689 0.435
H -6.641 -0.489 -3.112 0.370
H 3.228 -4.839 0.585 0.478
C 1.614 -1.377 3.479 -0.719
H 1.617 -2.697 5.877 0.441
F -1.962 -5.102 -3.373 -0.224
H -2.106 -3.145 2.518 0.369
H -0.032 -5.715 -0.539 0.127
H 0.818 -7.209 0.006 0.312
H 3.385 -3.319 -5.884 0.614
H 4.748 -3.307 -3.919 0.360
H 1.376 3.176 9.481 0.314
C -5.527 0.713 5.970 -0.893
H -6.175 3.218 -4.996 0.347
C 3.344 -1.655 6.744 -0.828
H 7.210 5.073 -0.298 0.340
C 5.193 1.705 -4.620 -0.438
H -4.484 -0.600 -2.726 0.234
H 2.377 1.065 -4.637 0.469
H -5.823 -0.580 3.455 0.423
C 2.173 3.508 8.805 -0.724
O 2.043 -5.826 -0.843 -0.392
H -4.136 -2.099 -3.350 0.282
C 7.041 3.238 -3.667 -0.652
H 2.599 -3.243 -2.716 0.075
H 1.048 5.535 3.348 0.323
F -0.605 -3.917 -4.570 -0.215
O 2.851 2.405 8.247 -0.324
H -0.479 3.697 3.300 0.550
H -4.362 -2.475 2.750 0.477
N -1.215 3.308 0.018 -0.115
H -2.236 3.341 0.067 0.471
N -4.705 -1.254 -3.479 0.119
C -4.676 4.198 5.229 -0.763
C 3.078 -4.042 -5.123 -0.486
H -6.765 2.919 -3.505 0.298
C 3.090 1.344 9.145 -0.599
H -3.515 1.365 -3.939 -0.070
C -3.949 -1.608 3.278 -0.484
H -7.258 -2.946 -1.932 0.470
C -6.347 -2.354 -1.996 -0.538
H 7.890 4.999 -2.666 0.425
N 2.785 -0.327 7.327 -0.171
O -0.178 5.120 1.709 -0.342
C 4.259 2.725 -5.252 -0.619
H -5.848 0.025 6.751 0.522
S -1.220 -6.234 -5.724 1.334
H -6.402 -1.768 -1.066 0.253
O -0.372 -0.023 -2.566 -0.328
H 5.124 2.922 -2.943 0.483
H 5.428 5.102 -0.050 0.230
C 3.750 -4.370 -1.378 -0.808
F -1.468 -0.971 0.127 -0.137
C -1.209 3.242 -2.404 -0.434
C -0.873 -5.181 -4.163 0.348
H 3.817 2.426 -6.206 0.426
H 3.111 -2.843 5.006 0.454
H 3.266 -2.387 7.547 0.390
C 0.321 6.032 2.699 -0.800
H 2.324 -4.799 -2.957 0.244
O 6.064 4.380 -1.870 -0.344
H -5.505 4.870 5.467 0.315
C 7.350 4.080 -2.436 -0.612
H -0.950 -2.552 3.877 0.212
H -4.202 0.856 4.499 0.387
H -1.848 4.235 2.594 0.367
H 4.422 -5.209 -1.549 0.411
H 4.608 0.838 -4.336 0.383
H 1.044 -2.307 3.494 0.201
H -4.877 -0.966 -5.553 0.399
H -4.802 -2.495 0.141 0.208
O 3.207 3.005 -4.333 -0.411
C 2.068 2.080 -4.396 -0.410
H 2.148 -3.541 -4.808 0.092
C -0.689 2.841 1.350 -0.490
C -0.761 2.504 -1.172 -0.372
C -4.304 -0.524 -4.740 -0.681
H 4.611 0.413 7.945 0.354
H 0.387 2.679 1.290 0.253
H 1.008 -5.720 0.934 0.365
H -0.449 6.414 3.371 0.321
F -0.576 -2.949 -0.037 -0.014
H 6.701 3.959 -4.408 0.303
H 4.337 -3.461 -1.262 0.369
O -5.242 -3.234 -1.798 -0.442
H -0.361 5.298 -4.182 0.298
O -2.594 -6.682 -5.534 -0.689
H -3.677 -0.955 2.436 0.296
F 0.659 -1.188 0.199 -0.187
O -0.778 4.575 -2.228 -0.350
H -3.297 -0.920 -4.895 0.253
H 3.830 -0.603 9.204 0.360
H -4.154 1.468 -5.542 0.551
H -1.524 -1.494 2.520 -0.095
C -5.093 -1.028 4.122 -0.736
C -5.854 2.703 -4.087 -0.761
H -3.465 -2.495 -1.025 0.158
C 2.527 -5.440 -6.935 -0.868
C 2.505 -2.132 5.580 -0.496
S -0.375 -1.468 -2.281 0.517
H -0.836 2.781 -3.325 0.547
C -5.196 2.168 6.242 -0.460
H 6.055 1.607 -2.740 0.390
H -0.985 4.311 -0.021 0.659
H 2.906 0.312 6.539 0.351
H 0.838 6.826 2.170 0.272
H 4.487 -5.105 -3.887 0.438
H -4.282 2.154 6.849 0.357
H -2.071 5.443 -3.741 0.314
O -4.996 2.842 5.031 -0.312
H 1.629 4.118 8.085 0.243
C -0.437 -1.688 -0.370 0.172
H 3.414 -5.088 -7.465 0.412
H 4.389 -1.454 6.530 0.429
H 1.609 -4.902 -7.181 0.333
H -3.715 -0.257 5.528 0.390
H 3.943 1.729 9.722 0.383
H 2.010 -3.823 -0.219 -0.035
H -4.081 -4.053 -0.448 0.319
H 0.308 2.318 -1.125 0.334
H 2.398 -1.505 2.733 0.375
N 3.080 -4.142 -2.721 0.390
H 1.594 2.599 -5.235 0.306
H -1.271 1.546 -1.090 0.031
C 4.028 -4.119 -3.909 -0.565
C -0.804 4.027 2.304 -0.752
O 2.228 -1.039 4.718 -0.330
C -1.050 5.385 -3.340 -0.860
H -6.685 -1.933 -4.035 0.417
O -1.042 -5.277 -6.789 -0.685
H -4.376 4.647 4.274 0.199
H 7.853 2.611 -4.023 0.414
H 2.233 1.102 9.778 0.472
H -5.124 3.180 -3.421 0.197
H 6.080 1.598 -5.246 0.404
H -3.806 4.319 5.879 0.363
O -0.222 -7.290 -5.635 -0.674
H -5.448 -1.814 4.783 0.408
C 0.860 -6.126 -0.069 -0.679
N -4.555 0.051 5.031 -0.106
H -6.062 2.446 6.848 0.412
H 1.432 2.160 -3.522 -0.244
H 2.381 -6.486 -7.194 0.258
H -1.167 1.902 1.620 0.311
C 3.676 0.151 8.433 -0.536
N 5.845 2.350 -3.404 -0.196
C -4.320 0.979 -4.576 -0.079
H 4.707 3.710 -5.395 0.295
H -6.465 0.756 5.398 0.385
H 6.213 6.323 -1.057 0.290
```

Results
LUMO energy, Eh: -0.3141
Frontier orbital gap, Eh: 0.1499
Highest occupied orbital energy, Ha: -0.46396
Energy above the lowest of the compared OMol25 structures with the same formula, charge and spin, kcal per mole: 125.9
Net charge: +4

=====

Number 1: electronic energy -164236.2025 eV. Number 2: electronic energy -124689.6410 eV.